DFT (ωB97M-V with the def2-TZVPD basis set) results for a structure of composition C40H74ClFI4N3O10P2 in a non-equilibrium geometry.

## Properties
energy = -4918.36776 Ha
net charge = +1

Geometry (Å):
C (3.81, 0.08, 2.42)
C (2.53, 0.43, 3.19)
C (1.50, 1.30, 2.46)
Cl (2.46, 2.68, 1.76)
C (0.44, 0.64, 1.51)
C (0.38, -0.87, 1.71)
C (0.92, 0.73, -0.02)
P (2.00, -0.77, -0.52)
N (0.96, -1.94, -1.23)
O (2.87, -0.23, -1.79)
C (-0.19, 1.46, -0.88)
C (-0.41, 1.06, -2.37)
N (0.52, 0.15, -2.96)
C (-0.05, -0.52, -4.13)
C (0.35, 2.94, -0.92)
I (2.05, 3.08, -2.24)
C (-0.51, 4.22, -1.18)
C (0.16, 5.40, -0.45)
I (-0.67, 4.94, -3.21)
N (-1.43, 1.16, 0.03)
C (-1.86, -0.27, -0.36)
C (-2.84, -1.10, 0.47)
C (-2.40, -2.25, 1.38)
C (-3.57, -3.21, 1.49)
O (-3.72, -3.88, 0.24)
C (-4.80, -3.68, -0.54)
C (-6.16, -3.58, 0.06)
O (-4.64, -3.62, -1.74)
P (-3.00, 2.19, -0.68)
O (-4.21, 1.14, -0.84)
O (-2.69, 2.46, -2.24)
C (-1.02, 1.35, 1.51)
C (-0.88, 2.89, 1.74)
C (-1.18, 3.51, 3.07)
O (-1.91, 4.44, 3.23)
F (-0.46, 3.05, 4.09)
C (-2.14, 1.02, 2.57)
I (-4.06, 1.91, 2.17)
C (-2.24, 0.44, 3.78)
C (-3.53, 0.23, 4.53)
I (-0.72, -0.18, 5.08)
H (3.69, 0.10, 1.35)
H (4.16, -0.91, 2.69)
H (4.60, 0.78, 2.65)
H (2.12, -0.48, 3.58)
H (2.85, 1.02, 4.04)
H (0.95, 1.82, 3.23)
H (-0.03, -1.38, 0.85)
H (-0.27, -1.19, 2.50)
H (1.34, -1.32, 1.91)
H (1.79, 1.37, -0.09)
H (1.06, -2.78, -0.66)
H (1.23, -2.18, -2.17)
H (3.62, 0.29, -1.46)
H (-0.48, 1.98, -2.94)
H (-1.39, 0.65, -2.58)
H (1.37, 0.60, -3.28)
H (0.75, -0.99, -4.69)
H (-0.51, 0.20, -4.82)
H (-0.80, -1.25, -3.83)
H (0.88, 3.20, -0.03)
H (-1.52, 4.19, -0.79)
H (1.02, 5.77, -0.99)
H (-0.56, 6.21, -0.42)
H (0.42, 5.14, 0.57)
H (-2.37, -0.17, -1.31)
H (-1.00, -0.86, -0.68)
H (-3.47, -1.58, -0.28)
H (-3.56, -0.52, 1.02)
H (-2.25, -1.87, 2.39)
H (-1.53, -2.79, 1.03)
H (-4.45, -2.65, 1.80)
H (-3.38, -3.95, 2.26)
H (-6.16, -3.48, 1.14)
H (-6.57, -2.65, -0.33)
H (-6.82, -4.38, -0.25)
H (-4.15, 0.51, -1.57)
H (-2.96, 1.80, -2.88)
H (0.13, 3.23, 1.56)
H (-1.51, 3.45, 1.06)
H (-4.25, -0.32, 3.92)
H (-3.36, -0.37, 5.41)
H (-3.96, 1.16, 4.86)
C (5.30, -1.16, -5.24)
C (6.45, -2.16, -5.19)
C (7.43, -1.45, -4.26)
O (6.63, -0.68, -3.35)
C (5.28, -0.64, -3.80)
H (4.35, -1.61, -5.53)
H (5.52, -0.36, -5.93)
H (6.12, -3.10, -4.74)
H (6.89, -2.38, -6.16)
H (8.08, -0.76, -4.81)
H (8.06, -2.13, -3.69)
H (4.67, -1.27, -3.16)
H (4.91, 0.39, -3.73)
C (0.83, -5.27, 4.01)
C (2.26, -5.59, 4.47)
C (3.01, -4.34, 4.02)
O (2.07, -3.26, 4.09)
C (0.75, -3.78, 4.27)
H (0.06, -5.84, 4.53)
H (0.73, -5.48, 2.94)
H (2.28, -5.68, 5.56)
H (2.66, -6.50, 4.04)
H (3.36, -4.44, 2.99)
H (3.87, -4.11, 4.66)
H (0.43, -3.57, 5.30)
H (0.08, -3.26, 3.59)
C (-8.75, 0.38, -2.40)
C (-8.80, 1.70, -1.62)
C (-9.16, 1.23, -0.22)
O (-8.58, -0.08, -0.08)
C (-8.15, -0.55, -1.35)
H (-8.16, 0.43, -3.31)
H (-9.76, 0.06, -2.66)
H (-7.81, 2.17, -1.63)
H (-9.52, 2.42, -2.02)
H (-10.24, 1.16, -0.09)
H (-8.76, 1.88, 0.56)
H (-7.05, -0.51, -1.37)
H (-8.46, -1.58, -1.48)
C (6.68, 3.59, -0.21)
C (7.69, 2.91, -1.14)
C (7.08, 1.53, -1.32)
O (5.65, 1.71, -1.22)
C (5.37, 3.02, -0.72)
H (6.72, 4.68, -0.25)
H (6.85, 3.28, 0.82)
H (7.73, 3.43, -2.10)
H (8.70, 2.87, -0.73)
H (7.40, 0.84, -0.52)
H (7.33, 1.08, -2.28)
H (4.97, 3.62, -1.55)
H (4.61, 2.96, 0.05)

Atomic partial charges in e from the Mulliken method, atoms 1 to 2: number 1, C, carries -1.02; number 2, C, carries -0.83